No. 1
ORCA calculation (ωB97M-V/def2-TZVPD) on 9 unconnected molecules or ions with the total composition C6H31N5O9 at a distorted geometry.

The geometry in XYZ format:
```
51
Properties=species:S:1:pos:R:3
N 2.109 2.869 3.765
H 1.739 2.026 -3.968
H -2.593 -2.344 3.184
H -1.281 -0.272 -5.739
H 1.028 -0.118 1.189
H 0.088 2.050 -5.634
H -2.743 0.497 -0.611
C -1.964 -3.202 1.402
H -5.632 -0.928 2.578
H -2.032 -5.307 0.960
H -2.035 -1.120 2.093
H 2.769 2.462 0.689
H -0.259 2.426 -2.662
O -1.348 0.549 -5.224
H 2.771 0.210 -0.297
O 1.383 -0.072 -1.582
O -2.139 1.268 -0.526
O 0.779 2.746 -5.730
H 6.572 1.209 -1.279
O 5.890 0.718 -1.753
H 1.298 3.482 3.658
N 2.000 1.464 -3.134
C -4.609 -1.023 2.868
H -4.137 -0.061 2.906
O 3.534 0.542 0.132
C -2.759 -4.517 1.328
H 0.534 0.037 -0.150
H -1.665 1.055 0.294
H 2.130 2.219 4.577
O 0.155 0.058 0.762
H 3.456 0.346 1.072
H -4.493 -1.517 3.855
H -3.083 -4.781 2.370
H -3.656 -4.605 0.667
C 2.230 2.108 2.609
H -1.235 0.447 -4.264
H -0.623 -3.324 2.898
H 0.023 -2.944 1.498
H 2.904 1.070 -3.190
N 2.416 2.915 1.548
N -0.637 -3.541 1.932
H 1.285 2.469 -6.475
N -0.099 1.519 -2.298
C 1.097 0.947 -2.309
H -0.697 1.159 -1.543
H 2.460 3.920 1.664
O -4.013 -1.794 1.868
O 2.305 0.871 2.559
H 5.185 0.707 -1.130
C -2.632 -2.062 2.180
H -1.777 -2.834 0.391
```

## Properties
**SMILES string**: COC[C@H](C)N.NC(N)=O.NC(N)=O.O.O.O.O.O.O
**Kohn-Sham gap**: 9.7 eV
**LUMO level**: 0.0122 hartree

***

No. 2
ORCA calculation (ωB97M-V/def2-TZVPD) on 9 unconnected molecules or ions with the total composition C6H31NO8S at a distorted geometry.

The geometry in XYZ format:
```
47
Properties=species:S:1:pos:R:3
C 1.088 -2.268 1.591
H -0.949 -2.698 0.966
H -3.834 1.562 -1.095
H 0.915 2.749 3.375
C -1.512 -0.661 -0.596
H -3.566 -0.256 1.185
H -1.990 0.227 -0.182
H 2.876 1.315 0.269
S 3.627 -1.579 2.634
H 1.508 -0.848 3.180
H 1.024 -3.110 2.297
H 0.359 -2.004 -1.887
H 0.322 -0.098 0.263
H -0.224 1.684 -1.426
H 1.641 -2.614 0.704
H 3.358 -1.478 -2.756
H -1.725 2.738 1.951
H -0.895 -1.387 2.049
C -0.993 1.316 -2.132
H -0.395 -0.646 -2.510
H 1.908 -0.302 1.536
H -1.927 1.813 -1.809
H 2.741 2.191 -0.904
H 2.307 -1.490 -1.662
N -0.211 -0.926 0.034
C -0.332 -1.831 1.211
H -3.124 2.209 0.063
O 3.056 -0.954 -2.019
O -1.656 2.161 1.187
O -4.441 0.005 1.504
C -1.283 -0.190 -2.065
H -2.145 -0.405 -2.678
H 2.630 0.632 -2.372
H -0.700 2.060 1.141
H -4.612 0.927 1.264
C 1.936 -1.151 2.191
O 2.551 1.600 -2.624
H -2.187 -1.519 -0.638
H -0.970 1.691 -3.160
H 0.002 1.594 3.853
O 2.549 2.193 0.068
O 0.233 2.124 3.085
H 3.953 -2.126 1.427
H 1.655 1.730 -2.914
O -4.029 2.059 -0.287
O 0.915 -2.795 -2.048
H 0.545 -3.245 -1.267
```

## Properties
**SMILES string**: CCCNCCCS.O.O.O.O.O.O.O.O
**Kohn-Sham gap**: 9.5 eV
**Relative energy (zero: lowest compared OMol25 entry of this formula, charge and spin)**: 0.756 eV
**LUMO level**: 0.0039 hartree

***

No. 3
ORCA calculation (ωB97M-V/def2-TZVPD) on 10 unconnected molecules or ions with the total composition C6H32N12O10 at a distorted geometry.

The geometry in XYZ format:
```
60
Properties=species:S:1:pos:R:3
H -3.643 1.684 3.831
O -2.132 0.206 2.482
H 0.985 4.072 4.255
H -3.051 -2.150 -2.641
N 1.874 1.901 -3.255
H -2.752 -3.642 -1.042
C -1.996 0.522 3.672
H 1.308 -0.179 -1.421
O -4.635 -4.802 -3.305
N 1.902 3.747 4.012
O -1.370 -1.496 -0.440
H 1.844 1.399 -4.122
H -1.912 -1.164 -4.281
N 0.068 -0.037 0.599
H -2.759 1.401 5.305
H 0.063 2.355 3.263
N 0.959 2.040 2.941
H -0.088 -0.216 4.067
O -2.828 -2.700 2.483
C 2.071 2.742 3.166
N -0.898 0.282 4.387
N 4.569 0.336 -1.335
C -3.988 -4.021 -2.594
O 2.589 1.000 -0.439
H 1.034 -3.890 -1.392
H 1.828 1.465 -2.341
C -0.356 -0.789 -0.437
H -3.387 0.138 -0.725
O 1.626 3.879 -2.142
H 4.053 0.665 1.761
H 0.218 -1.243 -2.310
H -3.090 -1.054 0.175
N -3.337 -4.323 -1.496
H 2.097 -3.992 -0.311
N 4.470 0.717 0.847
H -3.421 -5.276 -1.182
O -3.820 -0.518 -0.176
H 2.213 3.173 -5.150
C 1.733 3.229 -3.171
H -1.983 0.175 -3.559
O -1.360 -0.474 -3.901
H -1.994 -2.357 2.146
O 3.143 2.355 2.708
H 4.138 0.393 -2.243
H -0.917 0.641 5.325
H 5.431 0.577 0.605
H 2.104 4.788 -4.449
N 0.450 -0.700 -1.496
H 0.895 0.523 0.459
H 1.023 1.162 2.455
N -3.817 -2.737 -2.924
H -2.617 -3.043 3.355
N 1.992 3.791 -4.393
N -2.936 1.182 4.341
H 2.733 4.013 4.515
O 1.191 -4.238 -0.511
C 3.786 0.737 -0.300
H -4.287 -2.583 -3.805
H 5.562 0.240 -1.232
H -0.579 0.095 1.369
```

## Properties
**SMILES string**: NC(N)=O.NC(N)=O.NC(N)=O.NC(N)=O.NC(N)=O.NC(N)=O.O.O.O.O
**Kohn-Sham gap**: 8.8 eV
**Relative energy (zero: lowest compared OMol25 entry of this formula, charge and spin)**: 2.227 eV
**LUMO level**: -0.0012 hartree